31
Properties=species:S:1:pos:R:3:lowdin_charge:R:1 method="wB97M-V/def2-TZVPD" e_homo_ev=-12.7074 orbital_gap_ha=0.363 charge=+1 smiles="NCCN[C@@]1(O)C(O)=[NH+]CCN[C@H]1O" relative_energy_ev=1.244 energy_ev=-19629.610
N -2.899 0.787 -0.439 -0.007
C -3.194 -0.637 -0.728 -0.211
C -1.843 -1.388 -1.013 -0.132
N -0.820 -1.467 0.131 0.016
C 0.161 -0.416 0.177 -0.406
O -0.310 0.742 0.836 0.024
C 1.388 -1.089 1.045 -0.211
O 1.251 -2.350 1.275 0.186
N 2.323 -0.401 1.546 0.172
C 2.945 0.838 1.144 -0.141
C 2.902 1.072 -0.319 -0.191
N 1.577 1.241 -0.926 0.012
C 0.768 0.020 -1.107 -0.397
O 1.528 -0.971 -1.742 -0.014
H -2.560 1.359 -1.231 0.108
H -3.667 1.104 0.142 0.091
H -3.823 -0.838 -1.644 0.132
H -3.547 -1.058 0.172 0.095
H -1.991 -2.462 -1.104 0.112
H -1.241 -0.972 -1.912 0.129
H -1.287 -1.810 0.964 0.143
H -1.105 0.933 0.313 0.057
H 0.528 -2.753 0.713 0.161
H 3.051 -1.026 2.061 0.236
H 3.968 0.717 1.346 0.115
H 2.816 1.693 1.803 0.146
H 3.544 1.916 -0.560 0.131
H 3.392 0.206 -0.836 0.137
H 1.017 1.964 -0.327 0.169
H -0.029 0.229 -1.865 0.146
H 2.098 -0.510 -2.494 0.190

13
Properties=species:S:1:pos:R:3:lowdin_charge:R:1 method="wB97M-V/def2-TZVPD" e_homo_ev=-7.7168 orbital_gap_ha=0.102 charge=0 relative_energy_ev=9.689 energy_ev=-8336.312
C 3.283 0.860 -0.292 0.071
C 2.300 0.111 0.225 -0.034
O 1.649 -0.746 -0.524 0.070
H 3.741 1.702 0.208 0.070
H 3.777 0.543 -1.206 0.092
H -0.393 -0.466 0.785 0.054
H -0.504 0.270 0.710 0.055
H 1.520 -0.312 -1.384 0.150
H -3.528 1.081 -0.867 -0.004
O -2.758 0.922 -0.314 -0.198
H -3.481 -1.212 1.525 -0.011
H -2.813 -0.046 0.244 -0.094
O -2.879 -1.187 0.768 -0.222

140
Properties=species:S:1:pos:R:3:lowdin_charge:R:1 method="wB97M-V/def2-TZVPD" e_homo_ev=-11.3477 orbital_gap_ha=0.289 charge=+1 energy_ev=-90972.413
C 3.435 0.112 1.538 -0.086
C 3.284 -1.215 0.821 -0.248
O 2.016 -1.802 1.063 -0.148
C 1.873 -2.991 0.345 -0.189
C 0.426 -3.194 -0.088 -0.112
O -0.436 -2.553 0.871 -0.163
C -1.680 -3.161 0.964 -0.336
C -2.754 -2.063 1.098 -0.610
I -4.621 -3.151 0.730 1.131
N -2.569 -1.200 -0.120 0.085
C -2.075 0.208 0.072 -0.178
C -3.170 1.260 -0.247 0.023
C -1.538 0.490 1.476 -0.285
O -0.229 -0.031 1.726 0.088
C 0.666 0.632 1.052 -0.289
N 1.394 1.020 0.246 0.255
O -2.446 0.071 2.421 -0.022
C -2.753 -1.297 2.479 -0.743
C -4.064 -1.347 3.269 -0.143
Cl -1.532 -2.044 3.613 0.828
H 3.977 0.044 2.480 0.084
H 4.010 0.766 0.883 0.067
H 2.492 0.613 1.743 0.013
H 4.066 -1.896 1.156 0.092
H 3.403 -1.034 -0.253 0.121
H 2.183 -3.843 0.960 0.132
H 2.474 -2.957 -0.569 0.102
H 0.222 -4.265 -0.115 0.135
H 0.240 -2.724 -1.060 0.124
H -1.776 -3.922 1.739 0.117
H -1.904 -3.659 0.008 0.098
H -1.940 -1.664 -0.778 0.135
H -3.452 -1.143 -0.624 0.082
H -1.278 0.377 -0.650 0.158
H -2.755 1.988 -0.942 0.095
H -3.473 1.802 0.644 0.097
H -4.036 0.821 -0.743 0.092
H -1.488 1.575 1.566 0.180
H -3.875 -0.732 4.150 0.096
H -4.885 -0.875 2.732 0.075
H -4.279 -2.346 3.630 0.064
C 4.903 3.757 -2.723 -0.092
C 5.167 2.672 -1.695 -0.281
O 4.233 2.748 -0.613 -0.134
H 4.960 4.739 -2.264 0.064
H 5.624 3.709 -3.539 0.083
H 3.899 3.656 -3.142 0.071
H 6.160 2.785 -1.262 0.117
H 5.106 1.679 -2.155 0.109
H 3.351 2.639 -0.985 0.070
C 3.980 4.831 1.371 -0.090
C 4.026 3.589 2.242 -0.291
O 2.795 2.858 2.155 -0.118
H 3.148 5.471 1.673 0.069
H 4.906 5.404 1.440 0.081
H 3.818 4.555 0.326 0.041
H 4.163 3.857 3.289 0.114
H 4.852 2.938 1.941 0.103
H 2.662 2.606 1.232 0.009
C 0.154 4.875 0.080 -0.082
C 1.120 5.675 -0.774 -0.306
O 0.445 6.340 -1.841 -0.090
H -0.366 4.135 -0.533 0.064
H 0.680 4.360 0.888 0.061
H -0.604 5.527 0.519 0.077
H 1.862 5.017 -1.224 0.102
H 1.645 6.418 -0.166 0.112
H -0.203 6.936 -1.454 0.091
C -2.026 -1.507 -4.904 -0.077
C -1.946 -2.516 -3.776 -0.277
O -2.786 -2.131 -2.669 -0.123
H -1.726 -0.518 -4.556 0.078
H -1.380 -1.798 -5.731 0.085
H -3.050 -1.425 -5.278 0.080
H -0.929 -2.583 -3.392 0.107
H -2.248 -3.507 -4.120 0.118
H -3.690 -2.083 -2.999 0.094
C -9.593 -3.326 2.227 -0.089
C -8.842 -2.037 1.954 -0.318
O -8.009 -1.688 3.063 -0.095
H -10.205 -3.224 3.123 0.079
H -10.238 -3.590 1.388 0.071
H -8.896 -4.150 2.399 0.072
H -9.540 -1.217 1.799 0.114
H -8.224 -2.134 1.055 0.085
H -7.391 -2.412 3.195 0.059
C 5.172 -5.382 -1.608 -0.082
C 3.692 -5.421 -1.937 -0.311
O 3.220 -4.145 -2.380 -0.105
H 5.371 -4.637 -0.837 0.073
H 5.521 -6.353 -1.256 0.079
H 5.755 -5.105 -2.489 0.076
H 3.112 -5.680 -1.051 0.105
H 3.489 -6.168 -2.710 0.110
H 3.716 -3.909 -3.169 0.084
C -0.188 -4.202 7.239 -0.079
C 1.095 -4.188 6.432 -0.318
O 0.828 -4.286 5.025 -0.099
H -0.752 -5.115 7.042 0.078
H 0.020 -4.143 8.308 0.080
H -0.827 -3.358 6.965 0.067
H 1.722 -5.039 6.694 0.119
H 1.664 -3.275 6.628 0.115
H 0.282 -3.528 4.792 0.018
C 3.777 8.430 -2.739 -0.072
C 4.388 7.680 -3.908 -0.310
O 3.954 6.319 -3.939 -0.098
H 4.039 7.945 -1.797 0.075
H 4.125 9.463 -2.710 0.081
H 2.686 8.435 -2.811 0.061
H 5.473 7.660 -3.824 0.116
H 4.127 8.165 -4.854 0.100
H 2.997 6.324 -4.026 0.058
C 0.856 6.862 -6.197 -0.078
C 1.260 8.030 -5.315 -0.312
O 0.313 8.257 -4.279 -0.079
H -0.124 7.044 -6.639 0.076
H 1.579 6.704 -6.999 0.078
H 0.784 5.944 -5.608 0.071
H 1.314 8.947 -5.899 0.122
H 2.246 7.851 -4.871 0.051
H 0.267 7.456 -3.747 0.041
C 4.530 -3.059 3.399 -0.090
C 4.718 -4.153 4.431 -0.301
O 3.785 -4.009 5.495 -0.092
H 4.656 -2.074 3.852 0.082
H 5.247 -3.165 2.582 0.076
H 3.519 -3.099 2.987 0.062
H 5.715 -4.109 4.866 0.113
H 4.590 -5.140 3.972 0.111
H 2.902 -4.058 5.110 0.028
C -9.445 -5.938 -1.470 -0.083
C -8.683 -4.656 -1.741 -0.307
O -7.836 -4.309 -0.639 -0.138
H -10.049 -5.837 -0.567 0.074
H -10.101 -6.187 -2.304 0.080
H -8.757 -6.771 -1.310 0.075
H -9.370 -3.823 -1.880 0.114
H -8.075 -4.753 -2.646 0.108
H -7.222 -5.039 -0.515 0.061

38
Properties=species:S:1:pos:R:3:mulliken_spin:R:1 method="wB97M-V/def2-TZVPD" spin_multiplicity=6 s_squared=8.778 e_homo_ev="-20.3988 / -21.1447" orbital_gap_ha="0.306 / 0.210" charge=+3 relative_energy_ev=0.101 energy_ev=-70112.721
I 0.101 3.030 0.359 1.240
I -0.022 -0.927 -2.260 1.110
Ir 0.578 0.472 -0.127 1.196
P -2.723 0.074 0.635 -0.023
C -3.355 -0.472 2.223 0.011
C -3.143 1.790 0.305 0.041
H -4.232 1.886 0.275 0.002
H -4.523 -0.886 -0.616 0.000
H -2.719 2.098 -0.666 0.000
H -3.099 -0.557 -1.650 -0.002
H -2.779 0.032 3.008 0.001
H -2.731 2.434 1.095 -0.004
C -3.427 -0.936 -0.671 0.033
H -4.418 -0.251 2.342 0.002
H -3.093 -1.973 -0.549 -0.001
H -3.190 -1.551 2.311 -0.002
P 2.337 1.117 -1.320 -0.006
C 3.831 0.724 -0.348 0.010
C 2.834 0.449 -2.973 0.016
H 1.738 3.268 -2.291 -0.003
H 3.492 2.967 -2.351 0.001
H 2.726 3.474 -0.814 0.009
C 2.594 2.890 -1.728 0.025
H 2.044 0.628 -3.705 0.000
H 3.738 0.987 -3.289 0.000
H 4.698 0.934 -0.981 0.002
H 3.822 -0.336 -0.073 0.003
H 3.048 -0.619 -2.912 0.002
H 3.864 1.349 0.550 -0.003
C 1.406 0.028 1.492 0.204
O 1.871 -0.141 2.538 0.072
F -1.882 -3.531 2.603 0.161
Te -0.094 -3.244 1.801 0.374
F 1.735 -3.213 1.055 0.148
F -0.753 -3.998 0.112 0.146
F 0.648 -2.801 3.570 0.175
F 0.275 -5.034 2.286 -0.016
O -1.197 -0.159 0.766 0.077

94
Properties=species:S:1:pos:R:3:mulliken_spin:R:1 method="wB97M-V/def2-TZVPD" spin_multiplicity=2 s_squared=0.793 e_homo_ev="-12.4131 / -12.8288" orbital_gap_ha="0.205 / 0.218" charge=+2 relative_energy_ev=0.585 energy_ev=-74025.963
Ir -0.275 0.347 0.241 0.000
C -0.160 4.822 -6.761 0.000
O -0.189 5.858 -5.778 0.052
C 0.707 5.861 -4.795 0.145
C 1.634 4.838 -4.552 -0.029
C 2.487 4.924 -3.478 0.121
C 2.416 6.022 -2.587 0.032
C 1.521 7.081 -2.881 0.110
C 0.682 6.990 -3.952 -0.066
N 3.163 6.077 -1.466 0.358
N 3.794 5.169 -0.890 0.093
C 3.269 4.101 -0.302 0.078
C 4.147 3.004 -0.074 0.002
C 3.671 1.739 0.102 0.009
C 2.279 1.503 0.095 0.019
O 1.765 0.350 0.067 0.032
C 1.380 2.645 0.146 0.022
N 0.064 2.363 0.347 0.006
C -0.787 3.356 0.513 -0.006
C -0.381 4.691 0.465 0.004
C 0.931 4.996 0.197 -0.008
C 1.850 3.948 0.019 0.022
H -0.956 5.055 -7.458 0.000
H -0.345 3.844 -6.311 0.002
H 0.794 4.812 -7.291 0.001
H 1.684 3.973 -5.201 0.000
H 3.212 4.144 -3.281 0.004
H 1.517 7.958 -2.245 -0.005
H -0.015 7.780 -4.200 0.000
H 5.213 3.195 -0.131 -0.002
H 4.341 0.897 0.208 0.001
H -1.819 3.094 0.704 -0.001
H -1.108 5.471 0.646 0.000
H 1.255 6.027 0.161 0.004
C -3.150 0.375 -0.668 -0.001
N -2.259 0.388 0.479 0.000
C -2.698 0.307 1.690 0.000
C -1.744 0.237 2.698 -0.001
C -1.798 0.077 4.085 0.000
C -0.484 -0.008 4.529 0.000
C 0.343 0.117 3.406 0.000
N -0.408 0.273 2.314 -0.001
C -2.789 1.504 -1.589 0.001
C -1.531 1.507 -2.187 -0.009
C -1.139 2.548 -3.013 0.005
C -2.017 3.598 -3.260 0.005
C -3.282 3.588 -2.686 0.003
C -3.668 2.544 -1.852 0.000
H -4.194 0.414 -0.359 0.000
H -2.997 -0.565 -1.201 0.000
H -3.761 0.258 1.904 0.000
H -2.696 0.008 4.681 0.000
H -0.130 -0.151 5.537 0.000
H 1.422 0.118 3.367 0.000
H -0.847 0.653 -2.033 -0.004
H -0.157 2.532 -3.471 0.007
H -1.728 4.414 -3.908 -0.006
H -3.974 4.396 -2.885 0.000
H -4.660 2.548 -1.415 0.000
O -0.405 -1.711 -0.082 -0.001
P -0.117 -2.675 -1.234 0.000
C -1.455 -3.865 -1.355 0.000
C -1.250 -5.212 -1.061 0.000
C -2.304 -6.110 -1.158 0.000
C -3.563 -5.668 -1.536 0.000
C -3.779 -4.322 -1.805 0.000
C -2.731 -3.422 -1.714 0.000
C 0.061 -1.766 -2.784 0.000
C -0.797 -1.869 -3.875 0.000
C -0.569 -1.093 -5.006 0.000
C 0.531 -0.249 -5.065 0.001
C 1.406 -0.162 -3.987 0.001
C 1.166 -0.908 -2.844 -0.003
C 1.425 -3.547 -1.012 0.000
C 1.776 -4.522 -1.950 0.000
C 2.975 -5.200 -1.814 0.000
C 3.830 -4.883 -0.763 0.000
C 3.482 -3.912 0.163 0.000
C 2.272 -3.241 0.048 0.000
H -0.272 -5.560 -0.758 0.000
H -2.135 -7.157 -0.943 0.000
H -4.378 -6.373 -1.627 0.000
H -4.763 -3.978 -2.098 0.000
H -2.900 -2.377 -1.936 0.000
H -1.640 -2.547 -3.852 0.000
H -1.249 -1.158 -5.845 0.000
H 0.716 0.326 -5.964 0.000
H 2.282 0.473 -4.044 0.000
H 1.836 -0.838 -1.994 0.000
H 1.108 -4.744 -2.776 0.000
H 3.242 -5.971 -2.525 0.000
H 4.777 -5.399 -0.674 0.000
H 4.154 -3.681 0.979 0.000
H 1.978 -2.489 0.770 0.000

70
Properties=species:S:1:pos:R:3:lowdin_charge:R:1 method="wB97M-V/def2-TZVPD" e_homo_ev=-7.0216 orbital_gap_ha=0.267 charge=0 energy_ev=-89313.789
Sc -0.095 0.040 0.240 0.513
C -2.717 0.955 2.123 -0.057
N -2.405 -0.378 1.530 -0.225
C -2.020 -1.386 2.493 -0.191
C -1.209 -2.495 1.803 -0.117
N 0.207 -2.126 1.264 -0.213
C 0.656 -3.049 0.164 -0.111
C 1.145 -1.964 2.435 -0.244
C 1.772 -3.096 2.877 -0.078
C 2.745 -3.026 3.883 -0.065
C 3.140 -1.730 4.395 -0.071
C 2.432 -0.587 4.037 -0.147
C 1.427 -0.669 3.074 -0.555
S 0.686 0.923 2.612 0.571
C -3.395 -0.882 0.603 -0.244
C -4.733 -1.094 1.063 -0.037
C -5.638 -1.789 0.333 -0.120
C -5.363 -2.143 -0.982 -0.088
C -4.093 -1.858 -1.479 -0.138
C -3.061 -1.254 -0.742 -0.611
S -1.565 -0.928 -1.565 0.591
H -3.440 0.806 2.959 0.097
H -3.101 1.589 1.370 0.075
H -1.780 1.259 2.634 0.012
H -2.777 -1.920 3.124 0.142
H -1.344 -0.857 3.241 0.115
H -1.702 -3.049 0.988 0.122
H -0.929 -3.271 2.563 0.129
H 0.335 -4.101 0.178 0.090
H 1.799 -2.966 0.165 0.109
H 0.272 -2.729 -0.815 0.021
H 1.508 -4.036 2.416 0.110
H 3.217 -3.965 4.247 0.104
H 4.026 -1.688 4.975 0.082
H 2.699 0.438 4.286 0.089
H -4.985 -0.605 1.974 0.101
H -6.537 -2.089 0.836 0.096
H -6.229 -2.446 -1.639 0.121
H -3.753 -2.274 -2.445 0.098
S -0.370 2.068 -1.272 0.575
C -0.858 3.520 -0.533 -0.717
C 0.050 4.630 -0.267 -0.077
C -0.478 5.897 0.137 -0.110
C -1.789 6.025 0.472 -0.109
C -2.655 4.994 0.056 -0.102
C -2.212 3.824 -0.450 -0.165
H 1.118 4.460 -0.452 0.086
H 0.248 6.699 0.124 0.093
H -2.232 6.693 1.227 0.110
H -3.679 5.218 -0.003 0.088
H -2.782 3.028 -0.852 0.084
O 1.734 -0.411 -0.565 -0.149
C 2.602 -0.131 -1.474 -0.363
C 3.110 -1.228 -2.375 -0.092
C 2.569 -1.137 -3.796 -0.169
C 3.416 -0.133 -4.623 -0.206
C 3.379 1.375 -4.132 -0.147
C 3.902 1.588 -2.642 -0.172
N 3.106 1.091 -1.584 0.100
H 3.014 -2.269 -1.992 0.129
H 4.232 -1.125 -2.411 0.137
H 1.538 -0.816 -3.772 0.114
H 2.527 -2.120 -4.279 0.118
H 3.075 -0.109 -5.680 0.109
H 4.472 -0.400 -4.788 0.106
H 2.271 1.641 -4.268 0.132
H 3.923 1.961 -4.870 0.098
H 4.033 2.692 -2.492 0.135
H 4.947 1.130 -2.659 0.138
H 2.593 1.784 -1.003 0.149

77
Properties=species:S:1:pos:R:3:lowdin_charge:R:1 method="wB97M-V/def2-TZVPD" e_homo_ev=-8.3528 orbital_gap_ha=0.302 charge=0 smiles="C[N+](=O)[O-].C[N+](=O)[O-].C[N+](=O)[O-].C[N+](=O)[O-].C[N+](=O)[O-].C[N+](=O)[O-].C[N+](=O)[O-].C[N+](=O)[O-].O=S1(=O)OCCO1.c1cc[nH]c1" relative_energy_ev=3.736 energy_ev=-80221.850
C -4.364 8.189 0.992 0.028
N -3.890 7.040 0.204 -0.442
O -4.295 5.887 0.514 0.026
O -3.203 7.275 -0.733 0.087
H -5.351 8.587 0.756 0.103
H -3.611 8.941 0.758 0.097
H -4.378 8.025 2.070 0.100
C 6.474 -1.696 5.768 0.070
N 6.112 -1.233 4.297 -0.406
O 5.824 -0.031 4.234 0.031
O 6.197 -2.010 3.348 0.047
H 7.489 -2.087 5.704 0.088
H 5.693 -2.346 6.162 0.090
H 6.559 -0.734 6.273 0.081
C -0.663 -2.028 6.857 0.051
N -1.079 -0.692 7.405 -0.445
O -2.168 -0.276 7.077 0.054
O -0.237 0.038 7.918 0.043
H 0.374 -2.092 7.186 0.097
H -1.051 -2.119 5.842 0.104
H -1.216 -2.800 7.392 0.095
C -4.877 1.448 -4.357 0.039
N -5.708 0.237 -4.243 -0.433
O -5.216 -0.751 -3.622 0.012
O -6.861 0.190 -4.582 0.076
H -4.890 1.978 -3.404 0.106
H -5.291 2.127 -5.102 0.099
H -3.904 1.020 -4.599 0.102
C -0.674 -7.111 -2.544 0.035
N -1.071 -8.400 -1.913 -0.476
O -1.933 -9.062 -2.455 0.064
O -0.463 -8.697 -0.941 0.084
H -1.223 -6.852 -3.450 0.096
H 0.396 -7.196 -2.733 0.099
H -0.790 -6.317 -1.807 0.098
C 0.621 4.597 5.236 0.035
N 0.849 5.993 4.839 -0.429
O 1.595 6.703 5.543 0.048
O 0.168 6.381 3.866 0.031
H 0.647 3.971 4.344 0.108
H -0.374 4.740 5.658 0.106
H 1.264 4.389 6.090 0.100
C 5.967 -2.261 -3.095 0.050
N 6.792 -2.857 -4.225 -0.465
O 7.794 -2.244 -4.481 0.070
O 6.420 -3.904 -4.715 0.059
H 6.419 -2.945 -2.378 0.100
H 4.882 -2.369 -3.107 0.093
H 6.226 -1.217 -2.920 0.094
C -6.642 -8.189 0.943 0.036
N -5.662 -7.961 2.027 -0.435
O -4.804 -7.093 1.839 0.052
O -5.835 -8.645 3.054 0.040
H -7.528 -7.706 1.354 0.102
H -6.701 -9.277 0.911 0.105
H -6.380 -7.590 0.071 0.099
O 5.055 3.716 -4.937 -0.239
S 3.832 3.387 -5.640 0.753
O 3.653 2.021 -6.041 -0.230
O 2.482 4.103 -4.908 -0.209
C 2.014 5.258 -5.573 -0.164
C 2.590 5.224 -7.053 -0.198
O 3.685 4.407 -6.975 -0.212
H 0.929 5.281 -5.678 0.121
H 2.281 6.100 -4.934 0.126
H 2.868 6.185 -7.486 0.129
H 1.911 4.801 -7.794 0.122
C 0.398 -0.851 0.248 -0.101
C 0.634 0.442 -0.190 -0.155
C -0.466 1.183 -0.092 -0.168
N -1.382 0.441 0.544 -0.002
C -0.880 -0.801 0.795 -0.134
H 1.080 -1.685 0.173 0.092
H 1.597 0.667 -0.625 0.099
H -0.706 2.056 -0.681 0.115
H -2.370 0.623 0.645 0.152
H -1.632 -1.524 1.077 0.103